No. 1
{"formula": "C40H38N4OP2S3Sr", "method": "ωB97M-V with the def2-TZVPD basis set", "multiplicity": 1, "fmax_ev_per_a": 0.135, "homo_ev": -6.781, "total_energy_ev": -102026.023, "total_charge": 0, "relative_energy_kcal_mol": 0.0, "molar_mass_g_mol": 836.54, "symbols": ["Sr", "S", "S", "S", "P", "P", "O", "N", "N", "N", "N", "C", "C", "C", "C", "C", "C", "C", "C", "C", "C", "C", "C", "C", "C", "C", "C", "C", "C", "C", "C", "C", "C", "C", "C", "C", "C", "C", "C", "C", "C", "C", "C", "C", "C", "C", "C", "C", "C", "C", "C", "H", "H", "H", "H", "H", "H", "H", "H", "H", "H", "H", "H", "H", "H", "H", "H", "H", "H", "H", "H", "H", "H", "H", "H", "H", "H", "H", "H", "H", "H", "H", "H", "H", "H", "H", "H", "H", "H"], "coordinates": [[-0.52307, 0.38183, -0.10085], [-3.74035, 0.56612, 3.94650], [-3.84582, 2.70952, -0.65201], [-0.20320, 3.06704, 2.22154], [-0.27951, -1.13520, 2.64577], [-2.82050, -1.81188, 0.47431], [-2.23177, 1.24633, 1.22130], [0.95133, -1.95977, -0.47138], [2.12690, 0.36972, -0.37850], [0.54198, 2.32023, -1.39806], [2.87618, -0.59580, -0.02601], [-1.92430, 5.17542, -3.27580], [-3.96803, -3.00738, 2.71474], [2.24488, -1.84308, -0.14221], [1.18390, -4.34705, -0.43463], [-3.22237, -3.42360, -0.33087], [1.76460, 2.63210, -1.00257], [-1.77965, -2.09188, 3.12746], [2.51918, -4.22087, -0.07044], [3.62600, 4.19369, -0.70873], [-5.40563, 0.47143, 4.32842], [-4.43587, -0.96588, 0.31674], [2.36695, 3.93735, -1.14423], [-0.67865, 3.11682, -3.32695], [-6.14131, 1.32435, 3.56704], [-2.83613, -2.33826, 2.24208], [-4.00986, 1.77104, 2.74753], [-4.40614, 5.13088, -0.08139], [4.43931, 3.19684, -0.09716], [-0.26371, 3.30484, -2.01095], [-0.71254, 4.09389, 4.49474], [-3.00942, -3.20963, 4.89660], [-1.82361, 2.97553, 2.78948], [-2.84082, 2.27792, 1.89636], [-0.03474, -0.02539, 4.08266], [0.45263, -3.18766, -0.61971], [3.94530, 1.93962, 0.02226], [-1.94564, 3.56228, 4.01034], [-1.53269, 5.36178, -1.95529], [1.02815, -2.38092, 2.97587], [-0.71963, 4.43575, -1.32658], [0.31676, 3.89471, 3.62978], [2.62898, 1.62604, -0.41648], [-1.88348, -2.55039, 4.44258], [-1.50015, 4.04350, -3.95406], [3.05405, -2.96294, 0.07867], [-5.33645, 2.07446, 2.66300], [-3.76109, 4.58886, 1.06694], [-3.40899, 3.28455, 0.90486], [-4.52413, 4.22017, -1.08488], [-4.06639, -3.43342, 4.02525], [-1.07156, -2.37467, 5.13734], [-5.26305, -1.59547, 0.64728], [1.34784, 4.18721, 3.74415], [0.91115, 0.49788, 3.92967], [-1.87587, 6.22803, -1.40449], [-5.75366, -0.20854, 5.08938], [3.13082, -5.09974, 0.08960], [0.01004, -0.55684, 5.03374], [-2.88177, 3.59970, 4.54984], [-2.56308, 5.89968, -3.76472], [-3.23704, -3.29253, -1.41437], [0.71936, -5.31252, -0.57700], [-5.72503, 2.80352, 1.96676], [4.02423, 5.19329, -0.83972], [5.43510, 3.43795, 0.24801], [-4.75186, 6.15198, -0.15958], [1.79878, 4.72524, -1.61664], [-4.59202, -0.70242, -0.73112], [4.53336, 1.14267, 0.45554], [0.95511, -3.19402, 2.25298], [-3.57477, 5.13427, 1.98210], [-0.60046, 4.59293, 5.44656], [-4.40936, -0.04697, 0.89947], [-0.82516, 0.72419, 4.11849], [-4.93319, 4.37439, -2.07007], [-4.19502, -3.80470, -0.01806], [-2.46445, -4.16611, -0.08087], [4.08722, -2.80073, 0.35170], [2.00184, -1.90246, 2.85541], [-3.06573, -3.54225, 5.92521], [-0.59148, -3.24064, -0.90015], [-4.80223, -3.19101, 2.04934], [0.95950, -2.79434, 3.98360], [-7.21478, 1.41974, 3.64483], [-1.80114, 3.88077, -4.98176], [-4.96105, -3.93922, 4.36522], [-0.43071, 4.57711, -0.29201], [-0.33006, 2.23915, -3.85927]], "forces_ev_per_a": [[-0.12, -0.03, -0.04], [-0.02, 0.01, 0.00], [-0.01, 0.01, 0.00], [0.03, -0.02, -0.05], [0.07, -0.06, 0.05], [-0.04, -0.02, 0.02], [0.07, -0.05, -0.08], [-0.01, 0.10, -0.02], [-0.10, 0.05, 0.04], [0.03, 0.05, 0.01], [0.01, -0.04, 0.00], [0.00, -0.01, 0.02], [0.01, -0.01, 0.00], [0.02, -0.07, 0.00], [-0.12, 0.05, -0.05], [-0.01, 0.04, 0.02], [0.05, 0.05, 0.05], [-0.01, 0.01, -0.02], [0.03, -0.09, 0.02], [0.02, 0.00, 0.00], [0.00, -0.01, -0.01], [0.00, -0.05, -0.01], [-0.02, 0.03, -0.05], [0.04, -0.08, -0.03], [-0.01, 0.00, 0.02], [-0.05, 0.01, 0.01], [0.03, 0.00, 0.01], [-0.02, -0.02, 0.01], [0.00, -0.01, 0.00], [-0.04, 0.11, 0.02], [0.01, 0.00, 0.00], [-0.01, -0.01, 0.01], [-0.01, -0.01, 0.02], [0.01, 0.00, 0.01], [0.01, 0.00, -0.01], [0.06, -0.09, 0.03], [0.00, 0.04, -0.01], [0.01, 0.01, -0.03], [-0.02, 0.02, -0.05], [0.01, 0.02, 0.02], [0.04, -0.04, 0.07], [-0.01, 0.00, 0.01], [0.00, -0.07, 0.05], [0.03, 0.01, 0.01], [-0.02, 0.02, -0.01], [0.06, 0.12, 0.01], [0.02, -0.01, -0.03], [0.02, 0.00, -0.01], [0.00, 0.00, 0.00], [0.00, 0.01, -0.02], [-0.01, 0.00, 0.01], [0.00, 0.00, -0.01], [-0.01, 0.02, -0.01], [0.01, 0.00, -0.01], [0.00, 0.01, 0.01], [0.00, 0.00, 0.00], [0.01, -0.01, 0.01], [0.01, 0.01, 0.00], [0.00, 0.01, 0.00], [0.00, 0.00, 0.01], [0.00, 0.01, 0.00], [0.00, 0.01, 0.00], [0.00, 0.00, 0.01], [-0.02, 0.00, 0.00], [0.02, -0.01, 0.01], [0.00, 0.02, -0.01], [0.00, 0.01, 0.01], [-0.03, -0.02, 0.00], [0.00, 0.01, 0.00], [-0.02, -0.02, 0.00], [0.00, -0.01, -0.01], [0.00, 0.01, 0.00], [-0.01, 0.00, 0.01], [0.01, 0.00, 0.00], [0.00, 0.00, 0.00], [0.00, -0.01, -0.01], [0.00, -0.01, 0.00], [0.00, -0.01, 0.00], [0.00, -0.01, -0.01], [0.00, -0.01, 0.00], [0.00, 0.00, 0.00], [-0.02, 0.00, -0.01], [0.01, 0.00, -0.01], [-0.01, 0.00, 0.00], [0.00, 0.01, 0.00], [0.00, 0.00, 0.00], [0.00, 0.00, 0.00], [0.00, 0.00, 0.00], [-0.01, 0.01, 0.00]], "lowdin_charge": [1.22, 1.08, 1.06, 1.04, 0.87, 0.87, -0.52, 0.03, -0.05, -0.05, 0.05, -0.11, -0.11, -0.36, -0.07, -0.29, -0.26, -0.40, -0.07, -0.08, -0.40, -0.26, -0.02, -0.04, -0.18, -0.39, -0.45, -0.19, -0.10, -0.32, -0.18, -0.08, -0.47, -0.66, -0.27, -0.16, -0.04, -0.12, -0.10, -0.27, -0.06, -0.39, -0.23, -0.11, -0.09, -0.02, -0.12, -0.12, -0.47, -0.42, -0.08, 0.09, 0.04, 0.07, 0.04, 0.11, 0.06, 0.11, 0.04, 0.12, 0.10, 0.04, 0.10, 0.11, 0.10, 0.09, 0.10, 0.10, 0.04, 0.10, 0.03, 0.12, 0.10, 0.01, 0.01, 0.07, 0.03, 0.03, 0.11, 0.04, 0.11, 0.07, 0.09, 0.04, 0.10, 0.10, 0.11, 0.09, 0.11]}

No. 2
{"formula": "C3H10N2O3", "method": "ωB97M-V with the def2-TZVPD basis set", "multiplicity": 1, "fmax_ev_per_a": 1.837, "homo_ev": -8.692, "total_energy_ev": -12395.386, "smiles": "c1c[nH]cn1.O.O.O", "total_charge": 0, "relative_energy_kcal_mol": 31.1, "molar_mass_g_mol": 122.12, "symbols": ["O", "O", "O", "N", "N", "C", "C", "C", "H", "H", "H", "H", "H", "H", "H", "H", "H", "H"], "coordinates": [[1.67005, -1.45570, 1.22571], [1.21283, 0.42996, -4.37313], [3.41807, -2.59976, -0.74189], [-2.74729, 1.42059, 0.47902], [-0.78112, 0.57183, 0.91764], [-1.31922, 0.88065, 2.13031], [-2.58239, 1.33748, 1.84308], [-1.64617, 0.94755, -0.04598], [-1.45552, 0.80116, -1.09708], [-3.27642, 1.99745, 2.34914], [3.19349, -3.44648, -0.32379], [3.57752, -2.95062, -1.62997], [2.24996, -1.91698, 0.59653], [1.39951, 0.21691, -3.45560], [0.15193, 0.22942, 0.76109], [2.19105, -0.65775, 1.38122], [0.61807, 1.19614, -4.36962], [-0.83002, 0.45876, 2.98666]], "forces_ev_per_a": [[0.41, 0.30, -0.20], [-0.19, 0.23, -0.21], [-0.05, -1.19, -0.24], [0.13, -0.18, -0.36], [0.68, 0.14, -0.54], [-0.49, -0.92, 0.05], [0.06, 1.71, -0.66], [-0.42, -0.20, 0.06], [0.06, 0.08, 0.01], [0.03, -0.87, 0.86], [0.08, 0.26, 0.41], [0.08, 0.69, -0.18], [-0.39, 0.13, -0.06], [-0.09, 0.13, 0.07], [-0.08, -0.41, 0.08], [-0.06, -0.04, 0.28], [0.28, -0.36, 0.14], [-0.03, 0.50, 0.48]], "lowdin_charge": [-0.07, -0.06, -0.06, 0.03, 0.03, -0.11, -0.17, -0.23, 0.11, 0.09, 0.06, 0.06, -0.01, 0.02, 0.11, 0.04, 0.04, 0.10]}

No. 3
{"formula": "C3H10BrFeO3", "method": "ωB97M-V with the def2-TZVPD basis set", "multiplicity": 5, "fmax_ev_per_a": 3.411, "homo_ev": [-11.859, -11.858], "s2": 6.01, "total_energy_ev": -113833.633, "total_charge": 1, "relative_energy_kcal_mol": 21.5, "molar_mass_g_mol": 229.86, "symbols": ["Br", "Fe", "O", "O", "O", "C", "C", "C", "H", "H", "H", "H", "H", "H", "H", "H", "H", "H"], "coordinates": [[2.38610, 1.34788, -0.34948], [4.80347, 2.11427, -0.49513], [0.21681, -0.64252, -1.64847], [-1.88307, -1.50267, -3.09806], [-0.09040, 1.02202, 2.23648], [0.64358, 1.86199, 3.18274], [-0.91165, -1.04250, -0.91519], [-1.74047, -2.02049, -1.84306], [0.24926, 1.75932, 4.19372], [-1.44251, -0.11023, -0.72243], [1.61611, 1.37708, 3.09832], [-2.72131, -2.30848, -1.46473], [0.42304, 0.83715, 1.44667], [-1.00378, -1.21011, -3.34879], [0.68678, 0.06422, -1.19985], [-0.68314, -1.44430, 0.07195], [-1.22193, -2.97600, -1.92191], [0.67312, 2.87332, 2.77722]], "forces_ev_per_a": [[3.20, 1.18, -0.05], [-2.82, -0.91, 0.15], [1.23, -0.53, -0.65], [-0.32, 0.89, -1.25], [-1.11, 0.31, 0.78], [0.49, -1.54, -2.10], [-1.73, 0.15, -0.09], [0.93, -0.40, 1.78], [-0.20, 0.10, -0.38], [-0.79, -0.16, 0.02], [0.59, 0.70, 0.89], [-0.03, 0.58, 0.35], [0.20, 0.22, 0.34], [0.09, 0.17, -0.37], [-0.41, -0.21, -0.15], [0.21, -0.53, -0.10], [0.50, -0.19, 0.31], [-0.03, 0.17, 0.54]], "mulliken_spin": [0.17, 3.84, 0.00, 0.00, 0.00, 0.00, 0.00, 0.00, 0.00, 0.00, 0.00, 0.00, 0.00, 0.00, -0.01, 0.00, 0.00, 0.00]}

No. 4
{"formula": "C4H10BrClOSi", "method": "ωB97M-V with the def2-TZVPD basis set", "multiplicity": 1, "fmax_ev_per_a": 5.487, "homo_ev": -9.664, "total_energy_ev": -96800.227, "smiles": "CO[Si@@](C)(CCl)CBr", "total_charge": 0, "relative_energy_kcal_mol": 0.0, "molar_mass_g_mol": 217.57, "symbols": ["Br", "Cl", "Si", "O", "C", "C", "C", "C", "H", "H", "H", "H", "H", "H", "H", "H", "H", "H"], "coordinates": [[-2.45304, 1.58193, 2.08977], [1.94824, -1.63882, 1.86901], [-0.28771, -0.09307, 0.37775], [0.66668, 1.21981, 0.30223], [-1.12265, 0.11027, 2.11581], [0.79189, -1.74095, 0.44685], [1.81986, 1.49016, -0.48813], [-1.61619, -0.07742, -1.01736], [-2.18590, 0.70516, -0.71595], [-0.53880, 0.39984, 2.96203], [-1.88796, -0.77884, 2.30333], [2.52188, 0.81597, -0.20905], [1.95724, 2.46230, -0.19009], [1.49517, 1.27112, -1.43208], [-1.95792, -1.01166, -1.09005], [-1.03350, 0.08595, -1.92834], [0.00238, -2.52635, 0.50883], [1.44457, -1.84727, -0.32135]], "forces_ev_per_a": [[0.14, 0.16, -0.27], [-0.85, -0.25, -0.32], [0.06, -0.19, 0.79], [-0.82, -0.36, 0.86], [-2.67, -1.69, -1.14], [-2.76, 1.59, 2.52], [-3.17, -0.55, 1.64], [5.43, 0.65, 0.49], [-2.33, 2.07, 0.32], [0.60, -0.49, 0.37], [2.13, 1.54, 0.00], [2.81, -1.66, 0.83], [1.41, 2.42, -0.37], [-0.04, 0.33, -3.10], [-2.31, -3.42, -0.18], [-0.26, 0.45, -0.06], [1.18, 0.00, 0.27], [1.47, -0.60, -2.64]], "lowdin_charge": [0.54, 0.47, 0.40, -0.28, -0.63, -0.58, -0.06, -0.11, -0.04, -0.01, 0.06, 0.05, 0.08, 0.06, -0.02, 0.05, 0.05, -0.03]}

> Number 4 is which compound?

C4H10BrClOSi